DFT (wB97M-V/def2-TZVPD) results for a molecular structure, C39H33ClGeN4O4Re.

XYZ file:
```
83
Properties=species:S:1:pos:R:3:lowdin_spin:R:1
Re -2.92 0.39 0.28 2.4666
O -2.97 4.83 0.15 0.0023
C -3.51 4.87 -1.08 0.0033
C -3.49 6.11 -1.72 0.0001
C -4.02 6.25 -2.98 0.0031
C -4.58 5.16 -3.65 0.0016
C -4.61 3.93 -3.04 -0.0002
C -4.06 3.76 -1.75 0.0024
C -4.09 2.44 -1.18 0.0043
O -3.59 2.24 0.06 0.1047
N -4.62 1.41 -1.82 0.0055
N -4.53 0.33 -1.00 -0.0236
C -5.47 -0.54 -0.84 0.1021
C -5.37 -1.28 0.41 0.0160
C -6.26 -2.26 0.81 0.0175
C -6.16 -2.77 2.10 0.0258
C -5.19 -2.27 2.96 0.0090
C -4.31 -1.30 2.49 0.0370
N -4.40 -0.82 1.24 0.0219
H -3.08 3.95 0.53 0.0005
H -3.06 6.95 -1.19 -0.0001
H -4.00 7.22 -3.45 0.0001
H -5.00 5.28 -4.64 0.0000
H -5.04 3.08 -3.54 0.0000
H -6.34 -0.56 -1.49 0.0035
H -7.02 -2.61 0.13 0.0003
H -6.85 -3.53 2.44 0.0009
H -5.10 -2.62 3.97 -0.0001
H -3.54 -0.88 3.12 0.0028
Cl -0.45 -3.31 -3.19 -0.0023
C -0.82 -2.93 -1.56 -0.0015
C -0.30 -3.68 -0.51 0.0150
C -0.63 -3.32 0.79 0.0006
C -1.43 -2.22 1.00 0.0179
N -1.92 -1.49 -0.03 0.0105
C -1.62 -1.84 -1.29 0.0169
H 0.35 -4.52 -0.70 0.0006
H -0.24 -3.87 1.63 -0.0001
H -1.67 -1.87 2.00 0.0021
H -2.01 -1.23 -2.09 0.0025
O -1.27 1.17 -0.65 0.0303
C -0.60 1.18 0.45 0.0307
O -1.31 0.83 1.48 0.0573
C 0.87 1.32 0.49 0.0032
C 1.36 -0.09 0.08 0.0051
Ge 3.30 -0.45 0.30 0.0014
C 4.32 0.60 -0.96 0.0003
C 5.71 0.62 -0.87 0.0001
C 6.47 1.36 -1.77 0.0000
C 5.84 2.09 -2.78 0.0000
C 4.45 2.07 -2.88 0.0000
C 3.70 1.33 -1.97 0.0000
C 3.34 -2.37 -0.08 0.0005
C 3.10 -2.78 -1.39 0.0001
C 3.08 -4.13 -1.72 0.0001
C 3.29 -5.09 -0.73 0.0002
C 3.53 -4.69 0.58 0.0000
C 3.57 -3.34 0.90 0.0001
C 3.69 -0.01 2.15 0.0001
C 4.55 1.04 2.47 0.0001
C 4.77 1.39 3.80 0.0000
C 4.12 0.71 4.81 0.0001
C 3.26 -0.34 4.51 0.0000
C 3.04 -0.69 3.19 0.0001
H 1.21 1.59 1.49 -0.0003
H 1.19 2.07 -0.23 0.0005
H 1.06 -0.30 -0.95 0.0001
H 0.89 -0.84 0.72 0.0002
H 6.22 0.05 -0.10 0.0000
H 7.55 1.37 -1.70 0.0000
H 6.42 2.66 -3.48 0.0000
H 3.96 2.63 -3.66 0.0000
H 2.62 1.31 -2.08 0.0000
H 2.97 -2.05 -2.18 0.0000
H 2.94 -4.44 -2.74 0.0000
H 3.28 -6.14 -0.98 0.0000
H 3.72 -5.43 1.34 0.0000
H 3.79 -3.04 1.92 0.0000
H 5.06 1.58 1.68 0.0000
H 5.44 2.20 4.03 0.0000
H 4.30 0.98 5.85 0.0000
H 2.76 -0.88 5.31 0.0000
H 2.37 -1.51 2.97 0.0000
```

Output
Energy relative to the best compared isomer or geometry (same formula, charge and spin) ... 0.00 kcal per mole
HOMO energy (alpha / beta) ... -13.04 / -13.04 eV
Spin multiplicity ... 4
Strongest force on any atom ... 0.23 eV/Å
<S²> ... 3.78
Gap between HOMO and LUMO (alpha / beta) ... 5.90 / 4.59 eV
Net charge ... +2

***

DFT (wB97M-V/def2-TZVPD) results for a molecular structure, C39H33F4FeN3O3SSbTe at a distorted geometry.

XYZ file:
```
86
Properties=species:S:1:pos:R:3:lowdin_spin:R:1
Fe 0.17 -0.40 1.25 3.7288
F 0.87 -5.89 -2.83 0.0002
C -0.22 -5.54 -2.12 0.0007
C -0.23 -4.31 -1.54 0.0001
C -1.35 -3.84 -0.86 0.0027
C -1.33 -2.52 -0.24 0.0049
O -0.26 -1.86 -0.21 0.0688
C -2.57 -2.10 0.32 0.0080
C -3.63 -2.96 0.36 0.0040
N -3.62 -4.20 -0.15 0.0032
C -4.78 -5.05 0.02 0.0002
C -5.62 -5.41 -1.18 0.0001
C -6.15 -4.48 -0.14 0.0000
C -2.48 -4.67 -0.79 0.0002
C -2.43 -5.95 -1.34 0.0007
C -1.32 -6.42 -2.02 -0.0002
N -1.31 -7.73 -2.54 -0.0002
C -2.50 -8.29 -3.16 0.0000
C -2.70 -9.72 -2.64 0.0000
N -1.35 -10.31 -2.34 0.0000
C -0.34 -9.82 -3.33 0.0000
C -0.08 -8.33 -3.06 0.0000
C -2.79 -0.73 0.94 0.0146
O -3.92 -0.40 1.24 0.0096
O -1.73 0.01 1.04 0.1073
H 0.64 -3.67 -1.64 0.0000
H -4.54 -2.62 0.83 0.0002
H -4.63 -5.80 0.78 0.0001
H -6.02 -6.41 -1.24 0.0000
H -5.34 -4.99 -2.13 0.0000
H -6.92 -4.83 0.53 0.0000
H -6.25 -3.43 -0.41 0.0000
H -3.30 -6.59 -1.22 0.0001
H -2.39 -8.29 -4.25 0.0000
H -3.38 -7.70 -2.93 0.0000
H -3.19 -10.34 -3.39 0.0000
H -3.29 -9.74 -1.73 0.0000
H -1.39 -11.32 -2.32 0.0000
H -1.05 -9.99 -1.41 0.0000
H -0.74 -10.00 -4.32 0.0000
H 0.59 -10.39 -3.23 0.0000
H 0.27 -7.88 -3.99 0.0000
H 0.70 -8.22 -2.32 0.0000
F 2.37 8.34 1.93 -0.0001
C 2.01 7.09 1.64 -0.0002
C 0.97 6.88 0.75 0.0007
C 0.59 5.57 0.47 0.0019
C 1.24 4.51 1.09 0.0207
C 2.32 4.74 1.94 0.0020
C 2.71 6.04 2.22 0.0008
Sb 0.43 2.52 0.80 0.0258
C -1.35 2.90 1.93 0.0009
C -1.63 2.23 3.12 0.0009
C -2.86 2.35 3.73 -0.0001
C -3.83 3.13 3.11 0.0002
F -5.04 3.22 3.68 0.0001
C -3.59 3.81 1.94 0.0000
C -2.34 3.69 1.35 0.0004
C 1.60 1.55 2.35 0.0104
C 1.57 1.96 3.68 0.0066
C 2.44 1.40 4.61 0.0085
C 3.31 0.41 4.19 0.0032
F 4.16 -0.12 5.08 0.0004
C 3.36 -0.04 2.89 0.0106
C 2.49 0.54 1.97 0.0146
H 0.47 7.72 0.30 0.0001
H -0.21 5.39 -0.23 0.0002
H 2.86 3.92 2.38 0.0001
H 3.53 6.25 2.89 0.0001
H -0.88 1.59 3.58 0.0002
H -3.10 1.84 4.65 0.0000
H -4.37 4.41 1.50 0.0000
H -2.15 4.21 0.42 0.0002
H 0.91 2.76 3.99 0.0001
H 2.45 1.73 5.64 0.0003
H 4.08 -0.79 2.61 0.0001
H 2.61 0.28 0.91 0.0042
Te 0.07 -2.35 2.84 0.7291
C 1.10 -2.44 4.64 0.0881
C 0.97 -1.67 5.77 0.0408
C 1.82 -2.09 6.81 0.0067
C 2.59 -3.15 6.47 0.0457
S 2.28 -3.69 4.88 0.0169
H 0.26 -0.86 5.86 0.0017
H 1.86 -1.61 7.78 -0.0001
H 3.34 -3.66 7.06 0.0026
```

Output
HOMO energy (alpha / beta) ... -12.15 / -12.19 eV
Spin multiplicity ... 6
Strongest force on any atom ... 1.72 eV/Å
<S²> ... 8.77
Gap between HOMO and LUMO (alpha / beta) ... 7.17 / 5.18 eV
Net charge ... +2

***

DFT (wB97M-V/def2-TZVPD) results for a molecular structure, C39H34BClN5O5V at a distorted geometry.

XYZ file:
```
86
Properties=species:S:1:pos:R:3:lowdin_spin:R:1
V 0.15 -0.03 0.18 2.4571
C -4.14 0.43 -0.26 0.0015
C -2.66 0.44 -0.55 0.0134
N -1.77 0.21 0.42 -0.0119
N -2.20 0.05 1.75 0.0107
C -1.18 0.03 2.54 0.0065
O 0.08 0.17 2.14 0.0242
C -1.43 -0.25 3.98 0.0000
C -2.65 -0.75 4.44 0.0000
C -2.83 -1.04 5.79 0.0001
C -1.79 -0.83 6.70 0.0004
C -0.58 -0.34 6.25 0.0002
C -0.40 -0.05 4.89 0.0007
C -2.19 0.72 -1.82 0.0172
C -2.96 1.19 -2.92 0.0010
C -2.40 2.01 -3.84 0.0223
C -1.04 2.51 -3.59 0.0014
C -0.25 1.93 -2.69 0.0153
N -0.72 0.72 -2.05 0.0098
H -4.30 0.46 0.81 0.0000
H -4.63 1.29 -0.72 0.0003
H -4.60 -0.48 -0.66 0.0005
H -3.44 -0.90 3.73 0.0000
H -3.78 -1.43 6.13 0.0000
H -1.93 -1.06 7.75 0.0000
H 0.24 -0.17 6.94 0.0000
H 0.54 0.33 4.52 0.0002
H -4.02 0.95 -2.98 -0.0004
H -2.97 2.40 -4.67 0.0019
H -0.68 3.39 -4.11 -0.0002
H 0.75 2.27 -2.45 0.0008
O 2.57 3.20 0.18 0.0205
C 1.96 2.13 0.16 0.0119
O 0.72 1.91 0.02 0.0161
C 2.81 0.86 0.24 0.0529
C 4.19 0.96 0.55 -0.0026
C 4.95 -0.15 0.57 0.0388
C 4.38 -1.39 0.18 -0.0008
C 5.14 -2.58 0.11 0.0074
C 4.58 -3.74 -0.33 -0.0052
C 3.22 -3.76 -0.72 0.0108
C 2.46 -2.63 -0.62 0.0004
C 3.01 -1.41 -0.15 0.0143
N 2.21 -0.28 -0.03 0.0098
H 4.57 1.95 0.77 -0.0009
H 6.00 -0.11 0.85 0.0024
H 6.19 -2.54 0.38 0.0004
H 5.17 -4.65 -0.38 -0.0005
H 2.77 -4.66 -1.10 0.0009
H 1.42 -2.65 -0.92 0.0035
Cl -2.71 -4.91 -0.37 -0.0029
C -1.42 -4.04 0.43 0.0006
C -0.69 -4.64 1.43 0.0411
C 0.30 -3.89 2.02 -0.0023
C 0.53 -2.59 1.59 0.0398
N -0.18 -2.01 0.61 0.0299
C -1.16 -2.74 0.05 0.0452
H -0.89 -5.66 1.73 0.0029
H 0.91 -4.30 2.81 -0.0011
H 1.28 -1.97 2.06 0.0030
H -1.74 -2.26 -0.73 0.0040
C 0.88 -5.27 -7.16 0.0000
C 0.74 -5.52 -5.65 0.0001
C 1.79 -6.54 -5.21 0.0001
C -0.65 -6.11 -5.40 0.0000
C 0.93 -4.20 -4.89 0.0008
C 2.14 -3.51 -4.98 0.0010
C 2.34 -2.26 -4.38 0.0011
C 1.29 -1.73 -3.67 0.0006
O 1.22 -0.54 -3.00 0.0188
B -0.10 -0.48 -2.50 0.0435
O -0.79 -1.68 -2.81 0.0191
C 0.10 -2.42 -3.55 0.0006
C -0.11 -3.64 -4.14 0.0010
H 0.71 -6.19 -7.72 0.0000
H 1.88 -4.90 -7.41 0.0000
H 0.15 -4.52 -7.49 0.0000
H 1.65 -7.49 -5.75 0.0000
H 1.72 -6.74 -4.14 0.0000
H 2.81 -6.19 -5.42 0.0000
H -0.75 -7.04 -5.96 0.0000
H -1.45 -5.44 -5.72 0.0000
H -0.80 -6.34 -4.34 0.0000
H 2.96 -3.94 -5.55 0.0000
H 3.29 -1.74 -4.45 0.0000
H -1.07 -4.13 -4.02 0.0000
```

Output
Energy relative to the best compared isomer or geometry (same formula, charge and spin) ... 0.00 kcal per mole
HOMO energy (alpha / beta) ... -2.62 / -3.13 eV
Spin multiplicity ... 4
Strongest force on any atom ... 1.72 eV/Å
<S²> ... 3.78
Gap between HOMO and LUMO (alpha / beta) ... 4.79 / 5.25 eV
Net charge ... -1